Formula: C46H57BKN8O2PS4
Source: the Open Molecules 2025 dataset
Level of theory: wB97M-V/def2-TZVPD

Positions of all 120 atoms, in Å:
K  0.28212  0.66350  -1.20992
C  2.58338  -4.33412  0.16199
C  2.90513  -4.23515  1.65332
C  1.83807  -4.92075  2.50501
C  4.24706  -4.92404  1.90073
N  3.00373  -2.80974  2.04460
C  4.15348  -2.18401  2.51634
C  3.86544  -0.87831  2.64975
N  2.55459  -0.68222  2.27983
B  1.91759  0.71546  2.00045
N  3.05975  1.75909  1.91783
C  3.22276  2.86741  2.71946
C  4.05094  3.72106  2.09664
N  4.42705  3.13424  0.88739
C  3.79343  1.91902  0.78243
S  3.89417  0.78333  -0.46092
C  4.97694  3.89404  -0.26589
C  3.86376  4.07505  -1.29909
C  6.18029  3.16843  -0.86654
C  5.45149  5.26309  0.22356
N  0.94971  1.08771  3.16249
C  0.66284  0.29152  4.24819
C  -0.35028  0.85548  4.93040
N  -0.70610  2.01657  4.24901
C  0.10768  2.15547  3.15346
S  0.10939  3.38847  2.00362
C  -1.73783  2.98277  4.68231
C  -1.05425  4.31553  4.98679
C  -2.80937  3.14467  3.60538
C  -2.41492  2.46776  5.95295
C  2.02149  -1.86955  1.90477
S  0.40540  -2.09923  1.44672
H  2.60649  -5.38243  -0.14294
H  3.31937  -3.78018  -0.42223
H  1.60080  -3.92298  -0.05321
H  1.74739  -5.96490  2.19929
H  0.87545  -4.42722  2.37951
H  2.11933  -4.88793  3.56028
H  4.14154  -5.97061  1.61424
H  4.53545  -4.89075  2.95299
H  5.04227  -4.48763  1.29565
H  5.07697  -2.69996  2.68306
H  4.49719  -0.05923  2.93997
H  1.32212  0.70463  0.97350
H  2.71311  2.96880  3.66034
H  4.39822  4.68454  2.41180
H  3.53833  3.11669  -1.70145
H  4.21992  4.69046  -2.12791
H  3.00072  4.56219  -0.84182
H  5.90517  2.18178  -1.22955
H  6.97277  3.05946  -0.12120
H  6.56096  3.76543  -1.69761
H  4.62022  5.90366  0.52053
H  5.97240  5.75338  -0.59884
H  6.14839  5.16862  1.05917
H  1.18046  -0.63425  4.42154
H  -0.85971  0.50559  5.80573
H  -0.53310  4.68317  4.10275
H  -0.33457  4.19262  5.79970
H  -1.80444  5.04827  5.29111
H  -2.38306  3.53305  2.68344
H  -3.57286  3.83422  3.97322
H  -3.28020  2.18396  3.38819
H  -1.70957  2.35295  6.77741
H  -2.92410  1.51851  5.77929
H  -3.16374  3.20202  6.25175
O  0.47773  2.50470  -2.85223
C  -0.26853  1.72585  -3.47423
O  -1.22643  1.08423  -2.94434
C  -0.02539  1.49327  -4.94465
C  -0.60746  2.35388  -5.86331
C  -0.45553  2.16293  -7.23270
C  0.30402  1.08099  -7.66604
C  0.89499  0.22447  -6.75108
C  0.75863  0.39273  -5.36003
S  1.53298  -0.68962  -4.22628
H  -1.19420  3.19021  -5.49522
H  -0.91705  2.84170  -7.94135
H  0.43924  0.90416  -8.72931
H  1.49003  -0.61411  -7.09510
N  -3.44410  1.44276  -1.15456
C  -3.49226  0.73390  0.01814
C  -4.70918  0.21430  0.50068
C  -4.71060  -0.48443  1.68564
C  -3.51972  -0.64203  2.39071
C  -2.37649  -0.08643  1.84275
N  -2.34971  0.57934  0.69060
H  -4.20745  1.26485  -1.78827
H  -2.54133  1.45449  -1.63942
H  -5.61619  0.34002  -0.07856
H  -5.63233  -0.92026  2.05461
H  -3.47029  -1.20028  3.31584
H  -1.41848  -0.20337  2.33606
C  -0.78934  -2.92433  -2.23096
P  -2.22142  -1.77543  -2.09251
C  -3.36496  -2.80893  -1.07188
C  -2.88800  -3.39346  0.10419
C  -3.74379  -4.04382  0.98169
C  -5.10237  -4.12426  0.70883
C  -5.59387  -3.54131  -0.45197
C  -4.73536  -2.89056  -1.32596
C  -2.94179  -2.01107  -3.77279
C  -3.47317  -3.22397  -4.21276
C  -3.93790  -3.36665  -5.51013
C  -3.86097  -2.29680  -6.39663
C  -3.31797  -1.09311  -5.97520
C  -2.86547  -0.94700  -4.66829
H  -0.28377  -2.98894  -1.26661
H  -0.09056  -2.48473  -2.95088
H  -1.09037  -3.92114  -2.56109
H  -1.83691  -3.32545  0.35445
H  -3.34326  -4.47576  1.89118
H  -5.77127  -4.63206  1.39365
H  -6.65342  -3.58887  -0.67711
H  -5.13893  -2.43626  -2.22454
H  -3.52203  -4.06780  -3.53230
H  -4.34411  -4.31723  -5.83679
H  -4.20822  -2.41188  -7.41691
H  -3.21359  -0.26711  -6.66792
H  -2.38666  -0.02876  -4.33994

Results
largest force on an atom = 2.0 eV/Å
charge = -2
energy = -4934.84373 hartree

***

Formula: C47H76N9O5S4
Source: the Open Molecules 2025 dataset
Level of theory: wB97M-V/def2-TZVPD

Positions of all 141 atoms, in Å:
C  0.35700  -0.43376  0.92868
C  -0.00071  0.01666  -0.50601
C  0.32973  -1.13412  -1.48066
O  -1.26927  0.53176  -0.69099
H  -0.00070  -1.44821  1.12789
H  -0.12783  0.21888  1.65176
H  1.44216  -0.37910  1.03401
H  0.75308  0.79018  -0.78750
H  1.39932  -1.35788  -1.34397
H  0.27056  -0.83966  -2.53063
H  -0.31757  -1.99607  -1.31903
C  2.42237  -3.56747  -2.86892
S  3.29457  -4.57857  -4.12597
O  3.27906  -3.80026  -5.41464
C  4.99516  -4.46071  -3.48060
H  1.36415  -3.77360  -3.02957
H  2.52003  -2.51674  -3.14275
H  2.78572  -3.78568  -1.86996
H  5.25151  -3.44662  -3.17149
H  5.61963  -4.66656  -4.35019
H  5.14898  -5.20531  -2.70412
C  1.73039  4.68268  -1.67427
S  0.12664  5.49555  -1.60521
O  -0.59896  5.24680  -2.89789
C  -0.60658  4.38823  -0.35628
H  2.29064  5.00681  -2.55275
H  1.72987  3.59066  -1.73279
H  2.29964  4.95773  -0.78578
H  0.22340  4.23305  0.34510
H  -0.92060  3.41484  -0.73695
H  -1.42346  4.80829  0.22703
C  -2.19926  -4.49589  4.17185
S  -0.45852  -4.07944  3.95015
O  -0.33450  -2.66080  3.44880
C  -0.08059  -3.98316  5.70191
H  -2.83049  -3.70657  4.57873
H  -2.25055  -5.36938  4.82384
H  -2.59786  -4.77475  3.19580
H  -0.33073  -4.82225  6.34730
H  -0.72825  -3.14761  6.00078
H  0.94041  -3.67965  5.92840
C  -1.22971  2.10839  -6.38291
S  0.02845  2.68320  -5.19019
O  0.05526  4.17790  -5.31952
C  -0.89380  2.27340  -3.67614
H  -2.19491  2.56159  -6.15635
H  -1.26403  1.01915  -6.33897
H  -0.93979  2.41742  -7.38460
H  -1.87714  2.70990  -3.84395
H  -0.43908  2.63065  -2.76339
H  -0.97822  1.18812  -3.59213
N  1.17869  -0.78463  4.85851
C  2.04848  -0.01930  4.12394
C  2.32644  1.08611  4.93296
C  1.65779  0.93242  6.15264
C  0.90499  -0.21667  6.05000
H  0.70151  -1.62628  4.52337
H  2.31168  -0.26801  3.11420
H  2.90305  1.93638  4.59759
H  1.61605  1.63402  6.96944
H  0.23043  -0.67021  6.75733
N  -2.71825  -0.68446  -2.88087
C  -2.90191  -0.16601  -4.14456
C  -3.26023  -1.19622  -4.96905
C  -3.38608  -2.36826  -4.17871
C  -2.98407  -2.02256  -2.91448
H  -2.17896  -0.22496  -2.11908
H  -2.67632  0.87795  -4.27294
H  -3.56911  -1.11490  -6.00208
H  -3.78457  -3.27128  -4.61118
H  -2.91538  -2.65550  -2.04733
N  -3.98987  1.94408  -0.26962
C  -4.86869  2.00872  0.80022
C  -5.78976  2.97569  0.45946
C  -5.48283  3.46168  -0.82957
C  -4.33551  2.84135  -1.23386
H  -3.18271  1.33084  -0.32230
H  -4.67804  1.36107  1.63725
H  -6.69199  3.22684  0.99725
H  -5.99642  4.21958  -1.39879
H  -3.82064  2.87155  -2.17919
N  -1.20245  1.54533  3.52895
C  -1.74994  2.14331  2.40809
C  -2.20619  3.37837  2.80381
C  -1.82135  3.58350  4.15611
C  -1.13965  2.46169  4.54637
H  -0.62794  0.71764  3.52306
H  -1.73156  1.62526  1.45750
H  -2.64529  4.10379  2.13696
H  -2.04045  4.47460  4.72176
H  -0.61882  2.19708  5.45040
N  1.25361  3.74182  2.73922
C  1.86836  2.93650  1.82607
C  3.00552  3.55293  1.37074
C  2.97418  4.86876  1.94028
C  1.94280  4.92335  2.83804
H  0.31042  3.63991  3.08692
H  1.39348  1.98332  1.64095
H  3.74169  3.24315  0.65092
H  3.77256  5.58591  1.81548
H  1.50353  5.71968  3.41563
N  5.79447  -1.15901  1.08184
C  4.74662  -0.28644  1.08535
C  4.86437  0.45414  2.24970
C  6.07016  0.09591  2.86411
C  6.64995  -0.90647  2.13016
H  6.02659  -1.83407  0.37755
H  3.96874  -0.32042  0.34214
H  4.25926  1.26863  2.61475
H  6.44976  0.53173  3.77527
H  7.57350  -1.44438  2.25125
N  -1.80800  -3.94322  0.15649
C  -0.72382  -4.68441  -0.22953
C  -1.14921  -5.85586  -0.76830
C  -2.56576  -5.87549  -0.60475
C  -2.95602  -4.67338  -0.08187
H  -1.71463  -3.04505  0.60024
H  0.25016  -4.21969  -0.17765
H  -0.65621  -6.72422  -1.17349
H  -3.18695  -6.68801  -0.94833
H  -3.93060  -4.24920  0.09015
N  4.43496  -0.01394  -5.33273
C  3.17285  -0.49845  -5.13536
C  2.45271  0.31208  -4.30134
C  3.40572  1.28510  -3.85393
C  4.59489  1.06462  -4.47436
H  5.23390  -0.40027  -5.78804
H  2.86806  -1.41621  -5.62537
H  1.50891  0.18956  -3.80231
H  3.18638  2.08476  -3.16151
H  5.56340  1.51792  -4.33223
N  -3.29850  -1.08265  0.80772
C  -4.53330  -1.48464  0.40468
C  -5.20379  -1.94192  1.52672
C  -4.30524  -1.85104  2.61761
C  -3.14700  -1.27027  2.14992
H  -2.55390  -0.68969  0.20802
H  -4.80918  -1.49756  -0.63428
H  -6.15721  -2.44483  1.54095
H  -4.58971  -2.13443  3.61924
H  -2.20133  -1.05619  2.61872

Results
largest force on an atom = 2.0 eV/Å
charge = -1
energy = -4298.11136 hartree